[1]
The following is a quantum chemistry calculation of a single C2H5N5 molecule in a non-equilibrium geometry, from the OMol25 dataset.

Properties
Relative energy (zero: lowest compared OMol25 entry of this formula, charge and spin)   111.8 kcal per mole
LUMO energy   0.011 Eh
Structure (SMILES)   [H]/N=c1/nn[nH]n1C
Calculated total energy   -9601.1725 eV
Highest occupied orbital energy   -8.662 eV
HOMO-LUMO gap   8.966 eV

The geometry in ORCA input format:
```
! RIJCOSX wB97M-V def2-TZVPD def2/J DEFGRID3
* xyz 0 1
C -1.826 -0.970 0.094
C -0.013 0.939 -0.085
H -2.001 -0.648 1.306
H -1.926 -1.981 -0.200
H -2.485 -0.278 -0.703
H 0.745 -2.202 0.020
H -1.710 1.789 -0.114
N -0.466 -0.513 -0.385
N 0.568 -1.205 0.176
N 1.785 -0.462 0.061
N 1.495 0.722 -0.059
N -0.752 1.959 0.155
*
```

---

[2]
The following is a quantum chemistry calculation of a molecular structure, C57H55FN5O8P2PbSe2Te, from the OMol25 dataset.

Properties
Relative energy (zero: lowest compared OMol25 entry of this formula, charge and spin)   0.0 kcal per mole
LUMO energy   -0.016 Eh
Calculated total energy   -248362.5224 eV
Highest occupied orbital energy   -3.642 eV
HOMO-LUMO gap   3.204 eV

The geometry in ORCA input format:
```
! RIJCOSX wB97M-V def2-TZVPD def2/J DEFGRID3
* xyz -1 1
Pb 1.033 -1.902 0.870
O 6.403 1.966 0.835
C 5.297 1.170 0.941
C 5.376 -0.125 1.435
C 4.210 -0.866 1.516
N 3.040 -0.366 1.138
C 2.960 0.873 0.664
C 4.073 1.685 0.541
C 1.559 1.363 0.268
O 1.510 2.445 -0.343
O 0.613 0.603 0.591
C 4.216 -2.299 2.069
O 5.321 -2.772 2.363
O 3.081 -2.842 2.152
H 7.157 1.476 1.181
H 6.302 -0.581 1.766
H 3.962 2.690 0.160
C -1.255 -1.043 -7.353
C -2.004 -0.638 -6.090
N -1.151 -0.615 -4.916
C -1.168 -1.689 -4.064
C -0.407 -1.857 -2.964
C -0.714 -3.133 -2.155
O -1.727 -3.757 -2.516
O 0.122 -3.451 -1.279
C 0.591 -0.846 -2.648
O 1.429 -0.877 -1.761
C 0.499 0.384 -3.497
C 1.259 1.486 -3.123
C 1.192 2.638 -3.861
F 1.877 3.737 -3.465
C 0.408 2.724 -5.002
C -0.345 1.629 -5.392
C -0.342 0.462 -4.620
N 0.309 3.923 -5.780
C 1.455 4.810 -5.879
C 1.187 5.760 -7.072
N 0.041 5.172 -7.840
C -1.229 5.289 -7.046
C -0.921 4.687 -5.656
H -1.924 -1.050 -8.215
H -0.835 -2.043 -7.236
H -0.429 -0.359 -7.558
H -2.810 -1.340 -5.887
H -2.475 0.341 -6.211
H -1.899 -2.459 -4.282
H 1.838 1.472 -2.211
H -0.924 1.700 -6.304
H 2.348 4.211 -6.048
H 1.621 5.412 -4.983
H 2.040 5.856 -7.739
H 0.872 6.751 -6.752
H 0.230 4.162 -7.876
H -0.050 5.552 -8.779
H -1.997 4.739 -7.587
H -1.496 6.343 -7.006
H -1.728 4.031 -5.342
H -0.831 5.486 -4.909
C 4.867 -4.048 -0.762
Se 2.991 -3.782 -1.220
C 2.409 -5.548 -0.639
C 2.381 -5.805 0.861
Se 0.903 -5.031 1.864
C -0.574 -5.765 0.838
H 5.269 -4.906 -1.301
H 4.999 -4.165 0.311
H 5.402 -3.150 -1.071
H 3.108 -6.254 -1.096
H 1.434 -5.704 -1.098
H 3.273 -5.421 1.356
H 2.332 -6.883 1.032
H -0.489 -6.850 0.770
H -0.613 -5.292 -0.141
H -1.481 -5.510 1.387
Te -2.476 -0.190 5.180
C -3.286 1.753 4.762
C -2.588 2.926 5.032
C -3.152 4.148 4.694
N -4.347 4.284 4.120
C -5.016 3.159 3.871
C -4.537 1.892 4.169
C -1.338 -0.608 3.508
P 0.410 -0.639 3.554
C 1.077 1.057 3.687
C 0.287 2.169 3.424
C 0.835 3.445 3.431
C 2.184 3.624 3.698
C 2.986 2.517 3.954
C 2.436 1.245 3.946
C 0.985 -1.353 5.144
C 1.097 -0.628 6.331
C 1.499 -1.251 7.504
C 1.795 -2.608 7.507
C 1.696 -3.338 6.331
C 1.298 -2.711 5.158
P -1.904 -1.409 2.051
C -3.453 -2.265 2.509
C -4.726 -1.835 2.148
C -5.853 -2.538 2.559
C -5.722 -3.677 3.338
C -4.454 -4.117 3.701
C -3.333 -3.419 3.285
C -2.507 -0.193 0.814
C -2.571 -0.620 -0.513
C -2.927 0.262 -1.523
C -3.219 1.586 -1.218
C -3.153 2.020 0.099
C -2.797 1.134 1.106
H -1.604 2.893 5.483
H -2.609 5.068 4.892
H -5.987 3.274 3.398
H -5.127 1.017 3.923
H -0.757 2.017 3.184
H 0.205 4.299 3.209
H 2.614 4.618 3.692
H 4.045 2.644 4.146
H 3.070 0.385 4.134
H 0.864 0.429 6.334
H 1.577 -0.676 8.420
H 2.113 -3.093 8.423
H 1.946 -4.392 6.317
H 1.261 -3.274 4.233
H -4.837 -0.943 1.543
H -6.838 -2.187 2.272
H -6.601 -4.222 3.660
H -4.340 -5.007 4.308
H -2.343 -3.758 3.576
H -2.331 -1.650 -0.760
H -2.962 -0.087 -2.550
H -3.483 2.283 -2.006
H -3.365 3.055 0.343
H -2.715 1.477 2.130
*
```

---

[3]
The following is a quantum chemistry calculation of a single C13H16N4O3S molecule in a non-equilibrium geometry, from the OMol25 dataset.

Properties
Relative energy (zero: lowest compared OMol25 entry of this formula, charge and spin)   0.0 kcal per mole
LUMO energy   0.016 Eh
Structure (SMILES)   CCOC(=O)CC(=O)CSc1nc2nc(C)cc(C)n2n1
Calculated total energy   -36679.2787 eV
Highest occupied orbital energy   -8.671 eV
HOMO-LUMO gap   9.113 eV

The geometry in ORCA input format:
```
! RIJCOSX wB97M-V def2-TZVPD def2/J DEFGRID3
* xyz 0 1
C 1.584 3.276 0.793
C 2.921 2.676 0.382
H 2.991 2.611 -0.709
H 3.754 3.262 0.774
O 3.097 1.368 0.935
C 2.533 0.352 0.292
O 1.900 0.459 -0.726
C 2.805 -0.952 1.021
C 3.386 -1.965 0.049
O 4.569 -2.149 -0.054
C 2.370 -2.677 -0.804
H 2.864 -3.374 -1.479
H 1.768 -1.946 -1.349
S 1.188 -3.639 0.219
C -0.186 -2.587 0.126
N -0.239 -1.568 -0.725
N -1.420 -1.016 -0.465
C -1.963 0.086 -1.011
C -3.200 0.437 -0.529
C -3.816 -0.340 0.475
N -3.248 -1.404 0.999
C -2.057 -1.746 0.548
N -1.261 -2.736 0.912
C -5.166 0.031 0.993
H -5.147 1.037 1.408
H -5.895 0.013 0.185
H -5.462 -0.674 1.763
H -3.700 1.309 -0.917
C -1.181 0.795 -2.057
H -1.565 1.799 -2.214
H -1.237 0.242 -2.994
H -0.132 0.824 -1.764
H 1.860 -1.322 1.422
H 3.509 -0.758 1.829
H 1.504 4.287 0.403
H 0.767 2.680 0.393
H 1.503 3.305 1.876
*
```

---

[4]
The following is a quantum chemistry calculation of 2 unconnected molecules or ions with the total composition C4H11N2S2 in a non-equilibrium geometry, from the OMol25 dataset.

Properties
LUMO energy (spin up / spin down)   -0.168 / -0.239 Eh
Calculated total energy   -28965.3906 eV
Highest occupied orbital energy (spin up / spin down)   -9.815 / -12.568 eV
HOMO-LUMO gap (spin up / spin down)   5.255 / 6.078 eV

The geometry in ORCA input format:
```
! RIJCOSX wB97M-V def2-TZVPD def2/J DEFGRID3
* xyz 1 3
C -0.734 1.228 0.599
C -4.410 0.315 -0.315
C 2.309 -0.331 -0.462
C 0.929 0.282 -0.870
N 2.019 -1.082 0.817
N 0.396 0.636 0.384
S -3.046 -0.280 0.435
S -5.931 -0.331 -0.110
H -0.958 1.316 1.611
H -4.344 1.300 -0.935
H 2.711 -1.133 -1.098
H 3.154 0.217 -0.034
H 0.437 -0.414 -1.536
H 1.118 1.142 -1.656
H 1.512 -1.849 0.422
H 2.896 -1.196 1.248
H 0.895 0.156 1.104
H -1.246 1.802 -0.186
H -5.587 -1.307 0.673
*
```

---

[5]
The following is a quantum chemistry calculation of a molecular structure, C42H47N7O2PbS2 in a non-equilibrium geometry, from the OMol25 dataset.

Properties
LUMO energy   -0.031 Eh
Calculated total energy   -85761.3494 eV
Highest occupied orbital energy   -6.977 eV
HOMO-LUMO gap   6.143 eV

The geometry in ORCA input format:
```
! RIJCOSX wB97M-V def2-TZVPD def2/J DEFGRID3
* xyz 0 1
Pb 0.095 -0.128 -0.049
C 1.507 -0.018 5.422
S 2.737 -0.587 4.213
C 1.696 -1.056 2.891
S 2.429 -1.342 1.386
N 0.445 -1.290 3.161
N -0.439 -1.340 2.193
C -1.488 -2.089 2.242
C -2.476 -1.977 1.202
C -3.665 -2.717 1.263
C -4.645 -2.509 0.317
C -4.432 -1.555 -0.671
C -3.209 -0.907 -0.699
N -2.252 -1.126 0.187
H 1.941 -0.087 6.412
H 0.639 -0.662 5.334
H 1.246 1.011 5.189
H -1.667 -2.803 3.049
H -3.815 -3.430 2.057
H -5.567 -3.070 0.348
H -5.189 -1.338 -1.407
H -2.981 -0.169 -1.454
O 0.791 -8.785 -0.518
C -0.044 -7.823 -0.076
O -1.039 -8.108 0.531
C 0.364 -6.423 -0.380
C 0.999 -6.079 -1.570
C 1.337 -4.766 -1.825
C 1.065 -3.758 -0.890
C 0.422 -4.111 0.298
C 0.078 -5.421 0.548
N 1.375 -2.439 -1.157
C 2.489 -2.136 -1.697
C 2.821 -0.794 -2.128
C 3.986 -0.572 -2.873
C 4.239 0.697 -3.357
C 3.336 1.713 -3.073
C 2.229 1.415 -2.295
N 1.981 0.202 -1.838
H 1.569 -8.419 -0.959
H 1.207 -6.826 -2.326
H 1.807 -4.508 -2.763
H 0.235 -3.350 1.032
H -0.402 -5.704 1.472
H 3.276 -2.881 -1.863
H 4.666 -1.388 -3.073
H 5.119 0.893 -3.952
H 3.490 2.716 -3.439
H 1.504 2.172 -2.032
C 2.321 4.168 0.340
C 2.735 3.211 1.461
C 3.189 1.866 0.908
C 1.661 3.081 2.521
C 2.016 3.523 3.789
C 1.112 3.547 4.829
C -0.188 3.155 4.581
C -0.597 2.708 3.330
C -2.083 2.444 3.190
C -2.450 1.084 2.612
C -2.790 3.568 2.423
C 0.351 2.623 2.293
N -0.030 2.131 1.023
C -0.621 2.952 0.206
C -1.087 2.636 -1.072
C -1.669 3.540 -1.985
C -1.870 2.829 -3.146
C -1.405 1.518 -2.913
N -0.945 1.399 -1.664
C -1.353 0.471 -3.998
C -0.858 -0.884 -3.497
C -0.373 0.971 -5.075
C -2.745 0.306 -4.626
H 3.191 4.408 -0.269
H 1.920 5.089 0.760
H 1.566 3.723 -0.301
H 3.602 3.667 1.957
H 2.359 1.357 0.425
H 3.565 1.236 1.711
H 3.985 2.007 0.177
H 3.024 3.875 3.956
H 1.408 3.885 5.812
H -0.913 3.203 5.381
H -2.484 2.467 4.210
H -2.072 0.953 1.603
H -3.534 0.986 2.587
H -2.046 0.296 3.242
H -2.628 3.473 1.355
H -2.430 4.541 2.754
H -3.861 3.508 2.607
H -0.746 3.997 0.495
H -1.898 4.573 -1.791
H -2.278 3.194 -4.068
H 0.126 -0.779 -3.054
H -0.794 -1.586 -4.326
H -1.530 -1.303 -2.756
H 0.617 1.101 -4.641
H -0.695 1.923 -5.491
H -0.299 0.252 -5.889
H -3.470 -0.023 -3.883
H -2.715 -0.436 -5.423
H -3.104 1.239 -5.052
*
```

---

[6]
The following is a quantum chemistry calculation of 4 unconnected molecules or ions with the total composition C3H16NO4 in a non-equilibrium geometry, from the OMol25 dataset.

Properties
Relative energy (zero: lowest compared OMol25 entry of this formula, charge and spin)   32.3 kcal per mole
LUMO energy   -0.112 Eh
Calculated total energy   -13043.7372 eV
Highest occupied orbital energy   -13.313 eV
HOMO-LUMO gap   10.257 eV

The geometry in ORCA input format:
```
! RIJCOSX wB97M-V def2-TZVPD def2/J DEFGRID3
* xyz 1 1
C -0.649 -0.274 0.703
C 0.209 -0.931 -0.402
C 1.481 -1.553 0.200
O 1.610 -2.808 -0.467
N -2.104 -0.174 0.331
H -0.264 0.714 1.013
H -0.418 -0.784 1.653
H -0.447 -1.587 -0.992
H 0.483 -0.321 -1.272
H 2.377 -0.970 -0.074
H 1.384 -1.695 1.285
H 2.415 -3.260 -0.205
H -2.174 0.617 -0.356
H -2.588 0.227 1.132
H -2.459 -1.006 -0.138
H 1.342 3.252 -0.789
H 0.222 3.986 -1.549
O 0.441 3.169 -1.103
H -3.064 0.481 -2.771
H -2.790 1.929 -2.163
O -2.811 0.993 -1.988
H 2.164 0.917 3.650
H 2.248 1.070 2.107
O 2.022 0.458 2.815
*
```

---

[7]
The following is a quantum chemistry calculation of 2 unconnected molecules or ions with the total composition CH4OS2, from the OMol25 dataset.

Properties
Relative energy (zero: lowest compared OMol25 entry of this formula, charge and spin)   22.0 kcal per mole
LUMO energy   0.011 Eh
Structure (SMILES)   C=O.SS
Calculated total energy   -24818.3191 eV
Highest occupied orbital energy   -8.371 eV
HOMO-LUMO gap   8.682 eV

The geometry in ORCA input format:
```
! RIJCOSX wB97M-V def2-TZVPD def2/J DEFGRID3
* xyz 0 1
S 0.195 -1.262 1.565
S 1.434 -0.098 2.806
H 0.910 -1.061 0.472
H 2.236 0.314 1.821
O -1.572 0.828 -0.580
C -1.193 0.513 -1.672
H -1.693 0.906 -2.566
H -0.317 -0.140 -1.846
*
```

---

[8]
The following is a quantum chemistry calculation of 6 unconnected molecules or ions with the total composition C27H40BrCl10NO2 in a non-equilibrium geometry, from the OMol25 dataset.

Properties
LUMO energy   -0.033 Eh
Structure (SMILES)   C[C@@H](Br)CC1=CC(=O)C(CCCCn2cccc2)=CC1=O.ClCCCl.ClCCCl.ClCCCl.ClCCCl.ClCCCl
Calculated total energy   -229498.8913 eV
Highest occupied orbital energy   -7.604 eV
HOMO-LUMO gap   6.693 eV

The geometry in ORCA input format:
```
! RIJCOSX wB97M-V def2-TZVPD def2/J DEFGRID3
* xyz 0 1
C 4.078 -0.959 0.285
C 2.848 -1.619 0.956
Br 1.666 -0.101 1.461
C 2.149 -2.651 0.018
C 0.637 -2.593 0.201
C -0.120 -2.065 -0.765
C -1.601 -1.989 -0.515
O -2.370 -1.857 -1.444
C -2.055 -2.042 0.930
C -3.419 -1.423 1.195
C -3.185 0.140 1.241
C -4.246 0.945 0.422
C -3.575 1.941 -0.565
N -3.570 1.503 -1.963
C -4.142 0.442 -2.588
C -3.827 0.549 -3.926
C -3.036 1.726 -4.103
C -2.879 2.284 -2.852
C -1.311 -2.600 1.887
C 0.031 -3.136 1.472
O 0.627 -3.963 2.139
H 4.705 -1.682 -0.246
H 4.598 -0.398 1.065
H 3.660 -0.239 -0.430
H 3.095 -2.121 1.894
H 2.393 -2.481 -1.039
H 2.485 -3.675 0.242
H 0.349 -1.698 -1.676
H -4.140 -1.700 0.422
H -3.717 -1.715 2.208
H -2.202 0.340 0.791
H -3.212 0.474 2.282
H -4.839 1.552 1.119
H -4.954 0.276 -0.076
H -4.195 2.874 -0.509
H -2.581 2.223 -0.199
H -4.716 -0.307 -2.062
H -4.148 -0.172 -4.668
H -2.621 2.069 -5.043
H -2.314 3.158 -2.596
H -1.647 -2.666 2.920
Cl 6.194 1.903 0.104
C 7.409 1.656 -1.177
C 6.778 1.293 -2.500
Cl 6.039 -0.332 -2.477
H 8.103 0.889 -0.840
H 7.957 2.592 -1.275
H 7.538 1.282 -3.280
H 6.008 2.007 -2.784
Cl -2.816 7.590 -2.299
C -4.534 7.117 -2.223
C -4.731 5.803 -1.510
Cl -4.106 4.403 -2.404
H -4.919 7.081 -3.240
H -5.056 7.910 -1.688
H -5.796 5.616 -1.374
H -4.256 5.803 -0.534
Cl 10.222 -0.815 1.523
C 9.688 -2.015 0.320
C 10.481 -1.929 -0.960
Cl 10.142 -0.427 -1.856
H 8.626 -1.864 0.142
H 9.824 -2.998 0.771
H 10.214 -2.757 -1.615
H 11.552 -1.974 -0.773
Cl -2.373 -8.758 2.820
C -0.853 -7.841 2.650
C -0.979 -6.700 1.674
Cl -1.175 -7.268 -0.006
H -0.072 -8.537 2.350
H -0.606 -7.452 3.637
H -0.077 -6.092 1.698
H -1.827 -6.061 1.913
Cl -4.352 2.440 4.045
C -4.654 4.194 3.982
C -5.744 4.549 3.002
Cl -5.250 4.271 1.309
H -3.717 4.689 3.733
H -4.948 4.501 4.984
H -5.986 5.607 3.089
H -6.649 3.975 3.186
*
```

---

[9]
The following is a quantum chemistry calculation of a single C21H18N2O3 molecule in a non-equilibrium geometry, from the OMol25 dataset.

Properties
Relative energy (zero: lowest compared OMol25 entry of this formula, charge and spin)   81.9 kcal per mole
LUMO energy   -0.007 Eh
Structure (SMILES)   CN(C)C(=O)c1ccc2c(c1)C(=O)[C@@H](c1ccc3ccccc3n1)[C@H]2O
Calculated total energy   -31189.6342 eV
Highest occupied orbital energy   -8.837 eV
HOMO-LUMO gap   8.655 eV

The geometry in ORCA input format:
```
! RIJCOSX wB97M-V def2-TZVPD def2/J DEFGRID3
* xyz 0 1
O -3.197 3.422 2.030
O -2.320 -1.754 0.412
N 1.078 -2.284 -1.130
O 2.183 -0.781 0.996
C -1.990 3.542 1.949
C -1.231 -1.377 0.792
C 0.257 -2.888 -0.306
C -0.068 2.200 2.814
C -1.736 1.201 1.287
C 0.573 0.941 2.965
C 2.150 -2.431 -4.544
C -0.181 -4.164 -0.635
C 1.853 -3.717 -4.975
C -1.172 2.298 1.925
C -1.030 -0.022 1.392
C 0.137 -0.066 2.154
C 2.034 -2.005 -3.239
C 0.145 -4.730 -1.899
C 1.186 -4.561 -4.102
C 1.357 -2.794 -2.334
C 0.887 -4.036 -2.754
N -1.522 4.797 1.549
C -2.356 6.028 1.571
C -0.126 5.156 1.293
C 0.994 -1.205 1.740
C -0.028 -2.174 0.982
H 2.014 -1.232 0.168
H 0.323 3.060 3.375
H -2.599 1.403 0.551
H 1.447 0.815 3.629
H 2.511 -1.682 -5.262
H -0.749 -4.536 0.103
H 2.451 -3.987 -5.836
H 2.372 -1.038 -3.003
H -0.422 -5.647 -2.087
H 0.844 -5.597 -4.411
H -2.090 6.559 2.467
H -3.351 5.647 1.731
H -2.304 6.595 0.643
H -0.067 6.097 1.623
H 0.062 5.124 0.253
H 0.631 4.566 1.729
H 1.380 -1.854 2.633
H -0.331 -2.889 1.761
*
```